Record 1
{
  "formula": "C17H56BN14O23",
  "method": "ωB97M-V with the def2-TZVPD basis set",
  "e_homo_ev": -7.09,
  "lumo_energy_ev": 1.347,
  "gap_ev": 8.44,
  "charge": -1,
  "elements": ["O", "C", "O", "B", "O", "C", "O", "O", "C", "O", "C", "O", "O", "O", "H", "H", "O", "H", "H", "O", "H", "H", "O", "H", "H", "O", "H", "H", "O", "H", "H", "C", "O", "N", "N", "H", "H", "H", "H", "C", "O", "N", "N", "H", "H", "H", "H", "C", "O", "N", "N", "H", "H", "H", "H", "C", "O", "N", "N", "H", "H", "H", "H", "C", "O", "N", "N", "H", "H", "H", "H", "C", "O", "N", "N", "H", "H", "H", "H", "C", "O", "N", "N", "H", "H", "H", "H", "C", "C", "C", "O", "H", "H", "H", "H", "H", "H", "H", "H", "C", "C", "C", "O", "H", "H", "H", "H", "H", "H", "H", "H"],
  "coordinates": [[1.11826, 28.78776, -12.20402], [0.49571, 28.41822, -11.25835], [-0.15840, 29.14846, -10.37828], [-0.26809, 28.40830, -9.10177], [-0.08603, 27.00323, -9.50759], [0.51102, 26.97163, -10.69567], [0.86254, 25.99936, -11.28947], [-1.58276, 28.62556, -8.51090], [-1.48000, 29.12467, -7.27826], [-2.41568, 29.36902, -6.58352], [0.04583, 29.27608, -6.99922], [0.68321, 28.88572, -8.09530], [0.60454, 29.60535, -5.99220], [-4.37446, 28.49734, -4.74621], [-3.63116, 29.11408, -4.77916], [-4.94563, 28.84550, -4.05648], [1.02232, 28.03009, -3.57496], [1.56372, 28.83490, -3.63516], [0.23808, 28.23045, -4.09330], [0.81391, 32.32683, -4.46076], [1.55516, 32.29960, -5.07275], [0.29185, 31.54627, -4.68409], [2.54672, 30.44560, -3.72386], [2.46009, 31.14581, -4.38545], [3.44237, 30.52399, -3.38251], [-2.09094, 25.28877, -8.03383], [-1.97510, 26.24092, -8.12638], [-1.85416, 24.93988, -8.89727], [2.84987, 28.86386, -14.50275], [2.49139, 29.10733, -13.63838], [3.58227, 28.27784, -14.28932], [-6.66630, 27.83536, -7.71096], [-7.18364, 28.93787, -7.65614], [-5.47706, 27.49878, -7.15040], [-7.30251, 26.78296, -8.35055], [-5.04579, 28.14368, -6.49118], [-5.20470, 26.53396, -7.17198], [-8.22522, 26.90866, -8.71482], [-6.67582, 26.13174, -8.78974], [-2.01000, 30.63126, -2.33849], [-2.47758, 29.61793, -2.84307], [-2.80120, 31.47225, -1.59680], [-0.68664, 30.93233, -2.35980], [-2.43086, 32.30372, -1.18099], [-3.73843, 31.15049, -1.45192], [-0.27276, 31.76988, -1.99895], [-0.13099, 30.35236, -2.96150], [0.96022, 23.13608, -13.71624], [1.07562, 22.13574, -13.02976], [1.85716, 23.43295, -14.72170], [0.13398, 24.17063, -13.39880], [2.67502, 22.88348, -14.89317], [1.69462, 24.26895, -15.25278], [-0.36572, 24.17239, -12.52973], [-0.17327, 24.88937, -14.02949], [3.47277, 23.00086, -10.04088], [4.30918, 23.08770, -10.92543], [2.15474, 23.30928, -10.22344], [3.77070, 22.43754, -8.83253], [1.46811, 23.26709, -9.49623], [1.90100, 23.61376, -11.14601], [3.15409, 22.44610, -8.04338], [4.71220, 22.11166, -8.72691], [-4.84196, 27.74794, -11.20556], [-5.19290, 28.80394, -11.71937], [-5.64803, 26.63808, -11.24282], [-3.70876, 27.63947, -10.44844], [-5.52568, 25.88768, -10.59020], [-6.46931, 26.69759, -11.81316], [-3.39002, 26.70077, -10.29971], [-3.18760, 28.48878, -10.31967], [4.45318, 28.91748, -7.09271], [4.57035, 27.70326, -7.16139], [5.38891, 29.67200, -6.40546], [3.43629, 29.65755, -7.62906], [6.12584, 29.13425, -5.99398], [5.18862, 30.64162, -6.26442], [3.41401, 30.63654, -7.41712], [2.58208, 29.19300, -7.91650], [5.08216, 26.52679, -11.20906], [5.92527, 27.40729, -11.37616], [4.86816, 25.55552, -12.15289], [4.35600, 26.42074, -10.06982], [5.19859, 25.75473, -13.07623], [4.26808, 24.77039, -11.96991], [3.66085, 25.70100, -9.97681], [4.55808, 27.01505, -9.28222], [-4.91776, 31.85343, -6.10039], [-4.41504, 32.23471, -7.49563], [-5.36840, 31.80812, -8.58752], [-4.28198, 33.65837, -7.52757], [-4.23069, 32.23952, -5.34760], [-5.03156, 30.77611, -5.95507], [-5.96325, 32.16663, -6.01140], [-3.43685, 31.75200, -7.60914], [-6.35550, 32.24347, -8.43866], [-5.45029, 30.73057, -8.42135], [-4.99234, 32.04928, -9.57826], [-3.94556, 34.01793, -6.70410], [-1.86532, 28.92234, -13.98065], [-2.23440, 30.36438, -13.66442], [-1.78783, 31.29353, -14.75477], [-3.69148, 30.41381, -13.63231], [-0.77735, 28.77785, -13.92229], [-2.16429, 28.69137, -15.00136], [-2.22115, 28.17757, -13.26291], [-1.93643, 30.69245, -12.66428], [-0.69779, 31.37649, -14.76499], [-2.13686, 32.32202, -14.62800], [-2.16725, 30.99108, -15.73176], [-3.93469, 29.71084, -13.01106]],
  "forces_ev_per_angstrom": [[-0.4, 0.2, -0.4], [1.1, -0.4, 0.9], [0.0, 0.6, 0.2], [-0.7, 0.1, -1.0], [0.5, 0.0, 0.4], [-0.8, 0.1, -0.5], [0.2, -0.2, 0.2], [0.0, -0.1, 0.3], [-0.3, -0.2, -0.6], [0.4, 0.3, 0.4], [0.3, -0.4, 0.0], [-0.1, 0.0, 0.1], [-0.5, 0.6, 0.1], [-0.1, 0.1, -0.1], [0.1, -0.1, 0.2], [0.1, 0.0, 0.1], [0.0, 0.2, 0.3], [0.0, -0.3, -0.2], [0.0, -0.1, 0.0], [-0.1, 0.4, -0.2], [-0.4, 0.4, -0.4], [-0.1, 0.0, -0.1], [0.5, 0.1, 0.0], [0.0, -0.6, 0.6], [0.0, -0.2, 0.0], [-0.4, -0.1, 0.0], [0.1, 0.0, 0.0], [0.2, 0.0, 0.0], [0.1, 0.1, 0.0], [-0.1, -0.2, -0.1], [0.0, 0.0, 0.0], [-0.5, 0.3, 0.0], [0.1, 0.1, 0.4], [-0.2, 0.3, -0.5], [0.7, -0.6, 0.3], [0.0, -0.3, 0.0], [0.2, 0.0, 0.3], [0.1, 0.3, -0.3], [-0.5, -0.2, -0.1], [-0.3, -0.4, 0.8], [0.2, 0.4, -0.3], [0.3, -0.1, -0.4], [0.0, -0.2, -0.4], [-0.2, 0.1, 0.2], [-0.1, 0.3, 0.1], [-0.1, 0.1, -0.1], [0.3, -0.1, 0.2], [1.7, 0.2, 0.5], [-0.4, -0.1, 0.0], [-1.0, 0.3, -0.4], [-1.1, 0.3, -0.2], [-0.2, -0.3, 0.1], [0.4, 0.0, 0.0], [0.1, -0.4, 0.0], [0.5, 0.0, -0.2], [-0.8, -1.0, 0.1], [0.0, 0.2, -0.1], [0.7, 0.4, -0.1], [0.2, 0.0, 0.1], [0.0, 0.0, 0.0], [-0.2, 0.0, 0.0], [0.0, 0.0, 0.0], [0.1, 0.1, 0.2], [-0.6, 1.0, 0.6], [0.3, -0.4, -0.3], [0.6, -0.2, -0.3], [-1.0, -0.5, -0.8], [0.0, -0.1, -0.2], [-0.1, 0.0, 0.1], [0.7, 0.3, 0.5], [0.4, -0.3, 0.2], [0.2, 0.1, 0.6], [-0.3, 0.2, -0.4], [-0.8, -0.4, -0.8], [0.4, -0.5, -0.1], [0.2, 0.4, 0.2], [0.6, 0.1, 0.4], [-0.3, 0.0, -0.1], [0.3, 0.2, 0.1], [0.9, 0.1, -0.3], [-0.4, 0.0, 0.0], [-0.3, 0.6, 0.2], [-0.4, -0.2, 0.1], [0.1, -0.1, 0.0], [0.1, -0.2, -0.1], [0.0, 0.1, 0.1], [0.1, -0.1, 0.1], [-0.7, -0.7, -0.6], [-0.1, 0.3, 1.1], [0.4, -0.4, 0.7], [0.0, 0.4, -0.7], [-0.3, 0.1, 0.2], [0.5, -0.1, -0.2], [0.3, 0.7, 0.4], [0.0, 0.1, -0.3], [0.0, 0.1, 0.0], [-0.3, 0.0, -0.6], [0.0, -0.1, -0.1], [0.1, -0.3, 0.1], [1.5, 0.0, 0.3], [-2.0, -0.5, 0.0], [0.5, 0.9, -0.1], [0.7, 0.0, -0.1], [0.0, 0.2, -0.2], [-0.3, -0.2, 0.1], [-0.6, 0.2, -0.1], [0.6, -0.1, -0.2], [0.0, -0.3, -0.2], [-0.2, -0.1, 0.4], [0.1, -0.3, 0.0], [-0.6, 0.3, 0.0]]
}

=====

Record 2
{
  "formula": "C17H56N21O10S",
  "method": "ωB97M-V with the def2-TZVPD basis set",
  "e_homo_ev": -10.74,
  "lumo_energy_ev": -2.163,
  "gap_ev": 8.58,
  "charge": 1,
  "relative_energy_kj_mol": 0.0,
  "elements": ["C", "C", "S", "C", "C", "C", "C", "N", "C", "H", "H", "H", "H", "H", "H", "H", "H", "H", "H", "H", "H", "H", "H", "H", "H", "C", "O", "N", "N", "H", "H", "H", "H", "C", "O", "N", "N", "H", "H", "H", "H", "C", "O", "N", "N", "H", "H", "H", "H", "C", "O", "N", "N", "H", "H", "H", "H", "C", "O", "N", "N", "H", "H", "H", "H", "C", "O", "N", "N", "H", "H", "H", "H", "C", "O", "N", "N", "H", "H", "H", "H", "C", "O", "N", "N", "H", "H", "H", "H", "C", "O", "N", "N", "H", "H", "H", "H", "C", "O", "N", "N", "H", "H", "H", "H"],
  "coordinates": [[6.06392, -0.67489, -1.79286], [5.64376, 0.73857, -2.18343], [4.02883, 0.76290, -3.00561], [2.96159, -0.15367, -1.86489], [1.52745, 0.24068, -2.18845], [0.66520, -0.72535, -3.04451], [-0.72447, -0.06497, -2.91219], [-0.59814, 0.92424, -1.75587], [0.59242, 0.42514, -1.00608], [5.98920, -1.31457, -2.66686], [5.45176, -1.06731, -0.98708], [7.09702, -0.65735, -1.45392], [5.60669, 1.40433, -1.32681], [6.34893, 1.12591, -2.91008], [3.22751, 0.14826, -0.85426], [3.10472, -1.22658, -1.96481], [1.57244, 1.15267, -2.79095], [0.71389, -1.66044, -2.49907], [0.97140, -0.78922, -4.07900], [-1.43728, -0.80546, -2.57003], [-1.06741, 0.48340, -3.77674], [-0.30931, 1.83150, -2.12052], [-1.46966, 1.03333, -1.22216], [0.99817, 1.09358, -0.25642], [0.32078, -0.56099, -0.64455], [-2.25321, -0.31086, 1.55756], [-2.58595, -0.28047, 0.36413], [-1.11420, 0.28027, 1.98506], [-2.99473, -0.94299, 2.49387], [-0.78800, 0.27827, 2.93442], [-0.55951, 0.74982, 1.30057], [-3.83301, -1.40375, 2.19243], [-2.72341, -1.00022, 3.45754], [4.02321, 5.06799, -3.25579], [4.48760, 4.55823, -2.24500], [4.13177, 6.40443, -3.51963], [3.35746, 4.34956, -4.20475], [3.75232, 6.82939, -4.34539], [4.61579, 6.97119, -2.84945], [3.26189, 3.36569, -4.04097], [2.96728, 4.75586, -5.04369], [2.55948, 5.31474, -8.05138], [2.10966, 5.30220, -6.90560], [3.86969, 5.00973, -8.30586], [1.80361, 5.62937, -9.12479], [4.26325, 5.01618, -9.22724], [4.45526, 4.77666, -7.52641], [0.83499, 5.87693, -8.98104], [2.16427, 5.64171, -10.05941], [-1.84063, -4.47330, 2.37187], [-1.31996, -3.58825, 3.04034], [-2.04890, -4.33276, 1.03084], [-2.25149, -5.65239, 2.91409], [-2.46607, -5.04338, 0.45944], [-1.77295, -3.46586, 0.61005], [-2.11847, -5.78406, 3.90016], [-2.67989, -6.38395, 2.37914], [-1.47432, 7.62227, -9.60025], [-0.30142, 7.29449, -9.72854], [-1.98990, 8.00651, -8.39802], [-2.34451, 7.63122, -10.64848], [-2.94452, 8.28376, -8.27178], [-1.36794, 8.01594, -7.61123], [-1.98989, 7.35821, -11.54576], [-3.30560, 7.90209, -10.56426], [-1.36990, -3.70812, 7.53912], [-1.80190, -3.76980, 8.67743], [-0.04423, -3.88339, 7.24261], [-2.18749, -3.46585, 6.47678], [0.31418, -3.84726, 6.30775], [0.57909, -4.06964, 8.00537], [-3.17213, -3.35181, 6.66816], [-1.85447, -3.40741, 5.53129], [2.47649, 0.31405, 3.62770], [1.48786, 0.64346, 2.98163], [3.62488, 1.04688, 3.62045], [2.49376, -0.80754, 4.39949], [4.44034, 0.79661, 4.14698], [3.63685, 1.88651, 3.07212], [1.66165, -1.36750, 4.42166], [3.28856, -1.09086, 4.94058], [-5.52973, -4.42978, 8.48706], [-5.27994, -4.24063, 7.29042], [-6.81123, -4.55196, 8.93461], [-4.55463, -4.53108, 9.41323], [-7.04075, -4.69556, 9.89898], [-7.54963, -4.47697, 8.26138], [-3.60959, -4.42510, 9.07933], [-4.72986, -4.68359, 10.38736], [-5.32464, -0.60403, 7.33879], [-5.24968, -0.87209, 8.52330], [-5.16791, 0.68205, 6.87514], [-5.56890, -1.54710, 6.38282], [-5.23383, 0.93013, 5.90721], [-4.99011, 1.39694, 7.55465], [-5.69454, -2.50853, 6.69132], [-5.63913, -1.32535, 5.40839], [1.28387, -5.23251, -2.57351], [0.32501, -5.95349, -2.38761], [1.41723, -4.02759, -1.91964], [2.29524, -5.54523, -3.43507], [2.19995, -3.41526, -2.04639], [0.69269, -3.78013, -1.27284], [2.22643, -6.41764, -3.92550], [3.09173, -4.95801, -3.59217]],
  "forces_ev_per_angstrom": [[0.1, 0.5, -0.1], [-0.3, -0.6, 0.2], [0.1, 0.0, -0.4], [0.1, 0.2, 0.0], [0.0, -0.4, -0.9], [0.3, 1.2, 0.8], [0.0, -0.5, 0.6], [0.2, 0.3, 0.0], [0.4, -0.1, -0.7], [0.0, -0.2, 0.0], [-0.1, -0.1, 0.1], [0.1, -0.1, 0.1], [0.1, 0.2, 0.0], [-0.1, 0.3, -0.1], [0.0, -0.1, 0.2], [0.1, -0.1, 0.1], [0.0, 0.4, 0.4], [-0.3, -0.5, -0.6], [0.2, -0.3, -0.1], [-0.4, 0.1, -0.2], [-0.1, -0.1, -0.2], [-0.4, 0.1, -0.1], [0.0, -0.4, 0.3], [-0.4, 0.2, 0.2], [0.0, 0.1, 0.7], [0.1, 0.0, 0.1], [0.2, 0.1, -0.4], [-0.4, 0.0, 0.0], [-0.2, 0.2, -0.1], [0.2, 0.0, -0.1], [0.2, 0.1, 0.2], [0.0, 0.0, 0.0], [0.1, -0.1, 0.0], [0.0, -0.1, -0.1], [0.0, 0.0, 0.0], [0.0, 0.0, 0.0], [-0.1, 0.1, -0.1], [0.0, 0.0, 0.0], [0.0, 0.0, 0.0], [0.1, -0.1, 0.0], [-0.1, 0.0, -0.1], [0.1, 0.0, -0.2], [0.1, 0.0, 0.3], [0.0, 0.0, 0.0], [0.0, -0.4, 0.3], [0.0, 0.0, 0.0], [0.0, 0.0, 0.0], [0.2, 0.3, -0.1], [0.0, 0.1, 0.0], [-0.1, -0.1, 0.0], [0.1, 0.1, 0.2], [0.0, 0.0, 0.0], [0.0, 0.1, 0.0], [0.0, 0.0, 0.0], [-0.1, 0.0, 0.0], [0.0, 0.0, 0.0], [0.0, 0.0, 0.0], [0.0, 0.1, 0.0], [-0.2, 0.0, 0.0], [0.0, -0.1, 0.0], [0.0, 0.0, 0.0], [0.0, 0.0, 0.0], [0.0, 0.0, 0.0], [0.0, 0.0, 0.0], [0.0, 0.0, 0.0], [-0.3, 0.1, -0.5], [0.2, -0.2, 0.4], [0.0, 0.1, 0.1], [0.1, 0.1, 0.0], [-0.1, 0.0, 0.0], [0.0, 0.0, 0.0], [-0.1, -0.1, 0.0], [0.0, 0.0, -0.1], [0.1, 0.0, 0.1], [0.0, 0.0, -0.1], [0.0, -0.1, -0.1], [0.0, 0.0, -0.1], [0.0, 0.0, 0.0], [0.0, 0.0, 0.0], [0.0, 0.0, 0.0], [0.0, 0.0, 0.0], [0.0, 0.0, 0.4], [0.0, 0.0, -0.1], [0.0, -0.1, -0.1], [-0.2, -0.2, -0.3], [0.0, 0.1, 0.0], [0.0, 0.0, 0.0], [0.4, 0.2, 0.2], [0.0, 0.1, 0.0], [0.0, 0.1, 0.0], [0.0, 0.0, 0.0], [0.1, 0.0, 0.0], [0.0, -0.1, 0.0], [0.0, 0.0, 0.0], [0.0, 0.0, 0.0], [0.1, 0.0, -0.1], [-0.1, 0.1, 0.0], [0.0, 0.0, 0.0], [-0.1, 0.0, 0.0], [0.0, 0.1, -0.1], [0.0, 0.1, 0.0], [0.1, -0.1, 0.1], [0.0, -0.1, 0.1], [0.0, 0.0, 0.0], [0.0, 0.0, 0.0]]
}